1.
C7H14O | the ωB97M-V functional and the def2-TZVPD basis

Summary:
SMILES: C=C(/C=C/C)CC.O
E_tot (eV): -9531.9570
Frontier orbital gap (eV): 9.24
HOMO (eV): -8.606
LUMO level (eV): 0.63
Relative energy (zero: lowest compared OMol25 entry of this formula, charge and spin) (eV): 1.810

CARTESIAN COORDINATES (ANGSTROEM)
C  -2.35253  0.89523  -0.74197
C  -1.29160  0.15431  -0.43839
C  -0.10985  0.71052  0.27058
C  0.59891  1.72103  -0.21668
C  1.98841  2.11215  0.20590
C  -1.11786  -1.21426  -1.08367
C  0.22770  -1.92981  -0.90456
H  -3.07638  0.67097  -1.52902
H  -2.71471  1.78294  -0.23547
H  0.23398  0.15523  1.13658
H  0.18756  2.33582  -1.01328
H  2.61574  2.00471  -0.67687
H  2.00969  3.16186  0.51482
H  2.37648  1.51614  1.02123
H  -1.31006  -1.07537  -2.14998
H  -1.85277  -1.88988  -0.64471
H  0.51414  -2.02513  0.14569
H  1.03939  -1.38777  -1.37856
H  0.10473  -2.92551  -1.29310
O  0.35926  -1.63956  2.69778
H  0.27524  -1.73456  3.65343
H  1.29452  -1.39904  2.66023

Results of the Mulliken charge analysis, in e, for atoms 1 through 2: -1.019, 0.532

---

2.
C7H14OP2 | the ωB97M-V functional and the def2-TZVPD basis

Summary:
SMILES: C=CP1#[PH]CCCCOC1
E_tot (eV): -28108.1679
Frontier orbital gap (eV): 9.51
HOMO (eV): -8.549
LUMO level (eV): 0.96
Relative energy (zero: lowest compared OMol25 entry of this formula, charge and spin) (eV): 0.000

CARTESIAN COORDINATES (ANGSTROEM)
C  4.09461  0.40328  -0.22319
C  2.76871  0.23920  -0.44462
P  1.55671  0.08166  0.88221
P  0.49686  -1.59532  -0.20945
C  -0.92908  -1.71008  0.97448
C  -2.26387  -1.13924  0.19818
C  -2.06299  0.10832  -0.73011
C  -1.80717  1.37842  0.08349
O  -0.61617  1.45229  0.80305
C  0.60152  1.43782  0.13802
H  4.69593  0.44764  -1.23480
H  4.59217  0.47295  0.65631
H  2.29541  0.01528  -1.41893
H  1.37889  -2.44263  0.41216
H  -0.76123  -1.07127  1.87977
H  -1.16046  -2.73488  1.10456
H  -2.94898  -0.95927  1.03975
H  -2.69693  -1.98909  -0.36563
H  -1.23251  0.00148  -1.48787
H  -3.04051  0.29765  -1.22103
H  -1.75711  2.17751  -0.79292
H  -2.67872  1.56877  0.69036
H  0.51024  1.12673  -0.94013
H  0.96469  2.43276  0.20635

Results of the Mulliken charge analysis, in e, for atoms 1 through 2: -0.682, -0.035

---

3.
C7H14OPPrS | the ωB97M-V functional and the def2-TZVPD basis

Summary:
E_tot (eV): -43719.7087
Frontier orbital gap (alpha / beta) (eV): 5.21 / 5.18
HOMO (alpha / beta) (eV): -5.518 / -5.491
Spin multiplicity: 3
Expectation value of S²: 2.01
LUMO level (alpha / beta) (eV): -0.31 / -0.31
Relative energy (zero: lowest compared OMol25 entry of this formula, charge and spin) (eV): 0.000

CARTESIAN COORDINATES (ANGSTROEM)
C  -2.57524  0.62875  -1.00758
C  -3.20642  -0.29516  -1.80228
C  -2.95838  -1.70333  -1.88832
C  -2.19925  -2.45167  -0.92628
C  -1.38615  -1.95027  0.02644
Pr  -0.57308  -0.41443  -1.44785
P  -0.67741  2.37398  0.08486
H  -3.04110  1.58298  -0.73934
H  -4.01071  -0.01371  -2.48260
H  -3.60565  -2.29890  -2.54973
H  -1.09986  -2.43821  0.96051
H  -2.39671  -3.54076  -1.02930
H  -0.53500  2.35495  1.50500
H  -1.72584  3.33138  0.00990
H  0.40249  3.24782  -0.22174
C  2.60235  1.21403  1.87092
S  2.46849  0.46494  0.25697
C  3.66387  -0.80227  0.58853
O  1.10885  -0.27390  0.24906
H  3.64879  1.49776  2.01072
H  2.33545  0.47129  2.62856
H  1.99767  2.11943  1.94697
H  3.48327  -1.24297  1.57184
H  3.64201  -1.54590  -0.20840
H  4.63756  -0.31581  0.59313

Results of the Mulliken charge analysis, in e, for atoms 1 through 2: -0.364, -0.588

---

4.
C7H14OS | the ωB97M-V functional and the def2-TZVPD basis

Summary:
E_tot (eV): -20364.9466
Frontier orbital gap (eV): 8.40
HOMO (eV): -7.601
LUMO level (eV): 0.80
Relative energy (zero: lowest compared OMol25 entry of this formula, charge and spin) (eV): 3.929

CARTESIAN COORDINATES (ANGSTROEM)
C  -0.28447  -0.54153  0.33538
C  2.26855  0.40726  0.48436
C  -1.33525  -1.18908  -0.58961
C  -2.65008  -0.57696  -0.18911
C  -2.31093  0.92221  -0.12481
C  -1.00185  0.81499  0.73147
C  3.42453  1.18392  0.18881
O  1.28795  -2.18155  -0.92951
S  1.26414  -0.39693  -0.60824
H  -0.08049  -1.23425  1.15838
H  2.20151  0.16892  1.57046
H  -1.15860  -1.13453  -1.68224
H  -1.40121  -2.21031  -0.29258
H  -3.47294  -0.62341  -0.88423
H  -3.27698  -0.91123  0.67419
H  -2.23988  1.35353  -1.20315
H  -2.95037  1.52413  0.33855
H  -0.16833  1.58408  0.41673
H  -1.12703  0.97671  1.77439
H  3.70053  1.41338  -0.89848
H  3.08514  2.17432  0.78813
H  4.37461  0.93187  0.66471
H  1.85146  -2.45555  -1.72362

Results of the Mulliken charge analysis, in e, for atoms 1 through 2: -0.085, -0.156

---

5.
C7H14OS2 | the ωB97M-V functional and the def2-TZVPD basis

Summary:
SMILES: CSC(=S)[C@@H](C)C(C)(C)O
E_tot (eV): -31202.4346
Frontier orbital gap (eV): 8.58
HOMO (eV): -8.322
LUMO level (eV): 0.26
Relative energy (zero: lowest compared OMol25 entry of this formula, charge and spin) (eV): 2.058

CARTESIAN COORDINATES (ANGSTROEM)
C  -3.29626  2.04407  -1.25039
S  -1.48360  1.94070  -0.93905
C  -1.24335  0.82813  0.44988
S  -2.33066  0.17324  1.41344
C  0.32238  0.54786  0.61980
C  0.71492  0.90310  1.96671
C  0.67790  -0.88890  0.13619
C  -0.04832  -1.34366  -1.19403
C  2.13497  -0.86096  -0.08349
O  0.37907  -1.80860  1.14380
H  -3.36756  3.06519  -1.72355
H  -3.84242  2.28269  -0.36457
H  -3.51980  1.26392  -1.83005
H  0.71046  1.15249  -0.18965
H  1.78845  0.62829  2.15829
H  0.12967  0.32134  2.59199
H  0.70348  1.90249  2.20409
H  -1.13597  -1.37406  -1.25707
H  0.36611  -2.28615  -1.60405
H  0.14720  -0.61116  -1.90967
H  2.54997  -0.45253  0.81047
H  2.16844  -0.18578  -0.96143
H  2.45065  -1.89174  -0.21918
H  0.99285  -2.57516  0.95720

Results of the Mulliken charge analysis, in e, for atoms 1 through 2: -0.942, 0.007

---

6.
C7H14OS3 | the ωB97M-V functional and the def2-TZVPD basis

Summary:
E_tot (eV): -42037.7810
Frontier orbital gap (eV): 9.07
HOMO (eV): -8.743
LUMO level (eV): 0.33
Relative energy (zero: lowest compared OMol25 entry of this formula, charge and spin) (eV): 0.399

CARTESIAN COORDINATES (ANGSTROEM)
C  2.85218  1.77231  -0.02441
C  3.15066  0.29233  -0.42100
C  1.90141  -0.44181  -0.90721
C  -0.58615  -1.58230  -0.44808
C  -1.64190  -1.94731  0.50075
C  -2.91757  -1.60207  0.40707
C  -2.76132  1.80791  0.61167
H  2.24599  2.27758  -0.78513
H  3.82200  2.36764  0.04017
H  2.25401  1.71885  0.89576
H  3.92530  0.28255  -1.25739
H  3.62240  -0.19386  0.44135
H  2.24405  -1.42380  -1.17921
H  1.45171  0.08197  -1.77282
H  -0.04428  -2.46588  -0.72977
H  -0.97552  -0.96058  -1.33270
H  -1.38668  -2.52737  1.41420
H  -3.72244  -1.85986  1.18383
H  -2.36641  2.30020  -0.28694
H  -2.00889  1.15837  1.05111
H  -2.98701  2.53405  1.34704
O  1.20539  -1.33075  1.52559
S  0.62557  -0.54542  0.38780
S  -3.58746  -0.64659  -0.93986
S  -4.31503  0.93384  0.27814

Results of the Mulliken charge analysis, in e, for atoms 1 through 2: -1.048, -0.533

---

7.
C7H14OSSi | the ωB97M-V functional and the def2-TZVPD basis

Summary:
SMILES: C[Si](C)=O.CC1=CSCC1
E_tot (eV): -28245.4920
Frontier orbital gap (eV): 7.69
HOMO (eV): -7.334
LUMO level (eV): 0.36
Relative energy (zero: lowest compared OMol25 entry of this formula, charge and spin) (eV): 1.603

CARTESIAN COORDINATES (ANGSTROEM)
C  -3.12840  -1.57176  -1.61299
Si  -2.43821  -0.22032  -0.37229
C  -3.45837  -0.28672  1.10610
O  -1.14340  0.60117  -0.69047
H  -2.40642  -1.88447  -2.36366
H  -3.56359  -2.51476  -1.20556
H  -3.95076  -1.19611  -2.16304
H  -4.05610  -1.17723  1.11417
H  -2.79592  -0.26549  2.01566
H  -4.12836  0.56880  1.22122
C  2.19348  1.65749  1.85505
C  2.05222  0.62277  0.72283
C  1.58820  -0.60902  0.83716
S  1.70513  -1.65263  -0.59861
C  2.21720  -0.05401  -1.56849
C  2.66141  0.95890  -0.63171
H  1.65094  2.53044  1.58237
H  3.23096  1.93132  2.06234
H  1.80889  1.18108  2.67113
H  1.11635  -1.09010  1.63924
H  1.33546  0.08958  -2.07179
H  3.08473  -0.44383  -2.12896
H  2.64581  1.99443  -0.93686
H  3.77876  0.83047  -0.48284

Results of the Mulliken charge analysis, in e, for atoms 1 through 2: -1.135, 0.594

---

8.
C7H14OSi | the ωB97M-V functional and the def2-TZVPD basis

Summary:
E_tot (eV): -17404.4247
Frontier orbital gap (alpha / beta) (eV): 5.22 / 8.13
HOMO (alpha / beta) (eV): -4.657 / -9.225
Spin multiplicity: 3
Expectation value of S²: 2.01
LUMO level (alpha / beta) (eV): 0.57 / -1.10
Relative energy (zero: lowest compared OMol25 entry of this formula, charge and spin) (eV): 2.368

CARTESIAN COORDINATES (ANGSTROEM)
C  -1.57353  1.30774  -1.68292
C  -1.18227  0.56295  -0.66194
C  -0.00351  -2.90289  -0.02736
C  2.05296  1.88148  -1.79393
C  -0.57040  1.52137  2.85588
C  -1.04179  -2.26129  0.89140
C  2.36605  0.67327  -1.49516
O  -0.67615  0.22608  2.27240
Si  -1.01303  -0.38085  0.80931
H  -2.51670  1.77921  -1.78471
H  -0.30487  -2.63395  -1.08422
H  1.02104  -2.48960  -0.18058
H  0.07814  -3.97254  0.01856
H  1.04432  2.14548  -2.09547
H  2.73044  2.66629  -2.06319
H  -0.84676  1.57441  -2.54373
H  0.17618  1.97385  2.13320
H  -0.19094  1.46084  3.78460
H  -1.61662  1.89667  2.91339
H  -0.78884  -2.68696  1.99701
H  -2.06692  -2.54177  0.55401
H  1.62927  -0.10909  -1.51468
H  3.29394  0.30930  -1.30188

Results of the Mulliken charge analysis, in e, for atoms 1 through 2: -0.621, -0.035

---

9.
C7H14P | the ωB97M-V functional and the def2-TZVPD basis

Summary:
E_tot (eV): -16766.3858
Frontier orbital gap (eV): 10.65
Charge: +1
HOMO (eV): -13.775
LUMO level (eV): -3.13
Relative energy (zero: lowest compared OMol25 entry of this formula, charge and spin) (eV): 1.273

CARTESIAN COORDINATES (ANGSTROEM)
C  -1.83409  0.21857  1.20468
C  -1.87047  -0.84410  0.40760
C  -0.77102  1.26078  0.91042
C  -0.71059  -1.26001  -0.38885
C  0.20055  -2.29769  0.34655
C  2.07217  0.58236  0.34168
C  0.33343  1.50254  -1.85386
P  0.41565  0.50947  -0.33130
H  -2.76861  0.40352  1.82457
H  -2.64853  -1.68052  0.29278
H  -1.08894  2.06261  0.29815
H  -0.33802  1.62129  1.77350
H  -0.68492  -1.51016  -1.39584
H  0.25095  -1.83394  1.38456
H  1.17020  -2.48847  -0.14669
H  -0.17231  -3.25335  0.18953
H  2.93780  0.42693  -0.41682
H  2.42066  -0.15975  1.09363
H  2.25819  1.54339  0.92767
H  1.20143  1.43858  -2.34407
H  0.14987  2.47292  -1.64540
H  -0.52341  1.28502  -2.47249

Results of the Mulliken charge analysis, in e, for atoms 1 through 2: -0.388, -0.357

---

10.
C7H14PSSc | the ωB97M-V functional and the def2-TZVPD basis

Summary:
E_tot (eV): -48304.2992
Frontier orbital gap (eV): 5.40
HOMO (eV): -5.464
LUMO level (eV): -0.06
Relative energy (zero: lowest compared OMol25 entry of this formula, charge and spin) (eV): 0.585

CARTESIAN COORDINATES (ANGSTROEM)
C  -0.63936  0.71896  -2.42263
C  0.55247  0.08598  -2.66102
C  0.78443  -1.21882  -2.11208
C  -0.35345  -1.82800  -1.47520
C  -1.48696  -1.08727  -1.27183
Sc  0.08730  0.11274  -0.49787
P  -2.27892  1.32132  -0.25042
H  -0.83742  1.71276  -2.83745
H  1.38406  0.54333  -3.20108
H  1.72058  -1.75577  -2.28169
H  -2.39908  -1.47433  -0.81905
H  -0.22669  -2.86256  -1.14916
H  -3.46167  0.67352  0.17382
H  -2.96029  1.99933  -1.28899
H  -2.28195  2.35750  0.72513
C  2.31215  1.03469  2.00857
S  1.79805  -0.63989  1.51877
C  0.43537  -0.88704  2.69868
H  2.27873  1.70940  1.14358
H  3.34891  0.94578  2.36405
H  1.67796  1.42468  2.81283
H  0.25124  0.02030  3.28385
H  -0.47796  -1.21197  2.17392
H  0.77249  -1.69466  3.36528

Results of the Mulliken charge analysis, in e, for atoms 1 through 2: -0.511, -0.190